(1)
Computed, not measured: a structure of composition C14H21AlNO8, with ωB97M-V with the def2-TZVPD basis set.

## Properties
- LUMO (eV) = 1.9789
- total charge = -1
- HOMO (Ha) = -0.17815
- largest force on an atom (hartree/bohr) = 0.063
- Kohn-Sham gap (eV) = 6.83

Element x y z (Å)
C 1.16338 2.87226 -0.99857
C 1.87980 2.22752 -2.15237
O 1.31560 1.70727 -3.02588
O 3.26953 2.24123 -2.14702
C 3.87622 1.13752 -1.50794
O 4.70142 1.36504 -0.70777
C 3.48268 -0.26399 -1.79384
Al 1.97295 -0.78140 -0.48047
C 1.75256 -2.80363 -0.20758
O 2.51959 -3.44188 0.85448
C 2.54685 -2.72122 2.01743
O 1.24722 -2.36655 2.46028
C 1.26833 -1.39292 3.47110
C 0.31387 -0.22998 3.18801
O 0.65423 0.87707 4.02410
H 1.24167 3.96013 -1.04019
H 1.55765 2.48418 -0.05901
H 0.11995 2.57991 -1.07912
H 3.09256 -0.37198 -2.81017
H 4.38799 -0.85983 -1.69121
H 2.24851 0.02300 0.89298
H 0.63991 -0.16636 -1.07504
H 2.10967 -3.26989 -1.13757
H 0.68873 -3.06780 -0.15275
H 2.97452 -3.39109 2.78725
H 3.23368 -1.86425 1.95764
H 2.26530 -0.96959 3.63928
H 0.97054 -1.83775 4.43227
H -0.70773 -0.53725 3.42977
H 0.34521 0.09714 2.15186
H 1.21402 1.48046 3.52465
C -5.93378 1.21218 -1.19793
C -5.22500 1.12098 -2.38814
C -3.93140 0.62064 -2.39032
C -3.36376 0.21278 -1.19702
C -4.05544 0.30452 -0.00294
C -5.34785 0.80806 -0.00608
N -1.99679 -0.34224 -1.20032
O -1.42598 -0.38924 -2.26724
O -1.55646 -0.72002 -0.12805
H -6.94584 1.59849 -1.19936
H -5.68174 1.43779 -3.31676
H -3.38087 0.55078 -3.31751
H -3.60168 -0.01228 0.92521
H -5.89979 0.88221 0.92187

Atom charges from the Mulliken analysis, given in e for atoms 1 to 8: number 1, C, carries -0.711; number 2, C, carries 0.533; number 3, O, carries -0.436; number 4, O, carries -0.368; number 5, C, carries 0.210; number 6, O, carries -0.537; number 7, C, carries -0.549; number 8, Al, carries -0.171

***

(2)
Computed, not measured: a cluster of 3 separate species, C4H13NO3 in total, with ωB97M-V with the def2-TZVPD basis set.

## Properties
- LUMO (eV) = 0.3024
- HOMO (Ha) = -0.32531
- largest force on an atom (hartree/bohr) = 0.018
- energy above the lowest of the compared OMol25 structures with the same formula, charge and spin (kcal/mol) = 48.3
- structure (SMILES) = CCNCC=O.O.O
- Kohn-Sham gap (eV) = 9.15

Element x y z (Å)
C 0.71820 1.75046 0.41074
C -0.81136 1.57922 0.54039
N -1.27726 0.19091 0.51071
C -0.82371 -0.56667 1.71897
C -2.07793 -1.25149 2.20532
O -2.71695 -0.84998 3.14824
H 0.97067 2.54865 -0.28888
H 1.26009 0.88653 0.03642
H 1.19213 2.04716 1.34785
H -1.26365 2.10211 -0.28851
H -1.15049 2.02416 1.47122
H -0.86641 -0.27943 -0.28588
H -0.03071 -1.26695 1.46812
H -0.45961 0.13158 2.46644
H -2.43660 -2.10298 1.60133
O 2.38901 -0.10863 -4.02180
H 1.71530 0.57227 -4.17239
H 2.12640 -0.83027 -4.60195
O 1.10705 -1.86167 -0.90463
H 1.93175 -2.35770 -0.89165
H 0.50406 -2.35727 -1.47003

Atom charges from the Mulliken analysis, given in e for atoms 1 to 8: number 1, C, carries -0.875; number 2, C, carries -0.640; number 3, N, carries -0.456; number 4, C, carries -0.265; number 5, C, carries -0.078; number 6, O, carries -0.472; number 7, H, carries 0.345; number 8, H, carries 0.230

***

(3)
Computed, not measured: a structure of composition C6H12NP, with ωB97M-V with the def2-TZVPD basis set.

## Properties
- LUMO (spin up / spin down) (eV) = 0.3445 / 0.3445
- HOMO (spin up / spin down) (Ha) = -0.30253 / -0.30251
- largest force on an atom (hartree/bohr) = 0.086
- energy above the lowest of the compared OMol25 structures with the same formula, charge and spin (kcal/mol) = 72.9
- Kohn-Sham gap (spin up / spin down) (eV) = 8.58 / 8.58

Element x y z (Å)
C -0.81735 0.39546 0.09933
C -0.42034 1.28194 -0.79196
C 1.25661 -1.42920 0.58145
C 0.04681 -0.55482 1.07668
C -1.12325 2.20443 -1.70592
C -0.79347 -1.54705 1.95121
N 2.41661 -0.84440 -0.15756
P 1.63301 0.30113 -1.06834
H -1.97458 0.37245 0.41642
H 1.69535 -1.81039 1.49720
H 0.81664 -2.24783 -0.04992
H 0.58071 0.21060 1.72192
H -0.84550 2.04279 -2.71645
H -1.09398 3.33740 -1.48810
H -2.16320 1.99638 -1.67447
H -1.52178 -1.01037 2.54318
H -0.03034 -2.10297 2.51033
H -1.33512 -2.18329 1.15012
H 1.29873 0.02569 -2.43504
H 2.37445 1.56204 -1.46008

Atom charges from the Mulliken analysis, given in e for atoms 1 to 8: number 1, C, carries -0.398; number 2, C, carries 0.408; number 3, C, carries -0.562; number 4, C, carries 0.271; number 5, C, carries -1.156; number 6, C, carries -1.374; number 7, N, carries -0.577; number 8, P, carries 0.149

***

(4)
Computed, not measured: a cluster of 2 separate species, C5H10O in total, with ωB97M-V with the def2-TZVPD basis set.

## Properties
- LUMO (eV) = 0.9967
- HOMO (Ha) = -0.34811
- largest force on an atom (hartree/bohr) = 0.011
- energy above the lowest of the compared OMol25 structures with the same formula, charge and spin (kcal/mol) = 38.7
- structure (SMILES) = C[C@H]1CCC1=O.[H][H]
- Kohn-Sham gap (eV) = 10.47

Element x y z (Å)
C -0.97370 -0.07490 1.52636
C -0.20497 -0.39706 0.25396
C -0.97854 -0.47143 -1.09302
C -0.01693 0.56346 -1.73387
C 0.60301 0.75373 -0.35070
O 1.36825 1.55525 0.11728
H -0.28716 0.07330 2.36569
H -1.55879 0.84404 1.40504
H -1.66428 -0.88549 1.78222
H 0.44035 -1.27304 0.40447
H -0.99595 -1.45429 -1.56930
H -2.00510 -0.10294 -1.00617
H 0.69402 0.14111 -2.45215
H -0.45911 1.46451 -2.16921
H 3.13750 -0.71027 1.29438
H 2.79648 -0.06535 1.14401

Atom charges from the Mulliken analysis, given in e for atoms 1 to 8: number 1, C, carries -1.474; number 2, C, carries 0.495; number 3, C, carries -0.696; number 4, C, carries -0.410; number 5, C, carries 0.165; number 6, O, carries -0.566; number 7, H, carries 0.334; number 8, H, carries 0.350

***

(5)
Computed, not measured: an isolated molecule of C19H19F2N3O2, with ωB97M-V with the def2-TZVPD basis set.

## Properties
- LUMO (eV) = 0.6963
- HOMO (Ha) = -0.31348
- largest force on an atom (hartree/bohr) = 0.013
- energy above the lowest of the compared OMol25 structures with the same formula, charge and spin (kcal/mol) = 0.0
- structure (SMILES) = O=C(NCc1ccccc1F)[C@H]1CCCN1C(=O)Nc1ccc(F)cc1
- Kohn-Sham gap (eV) = 9.23

Element x y z (Å)
O 0.56626 2.12087 -2.30241
C 1.00421 2.18227 -1.17164
N 2.19049 1.68037 -0.78847
C 2.93973 0.79218 -1.66049
C 2.36914 -0.60175 -1.58034
C 1.43185 -1.05367 -2.50017
C 0.86065 -2.30847 -2.37403
C 1.20732 -3.13088 -1.31518
C 2.13334 -2.70105 -0.38110
C 2.69805 -1.44808 -0.52807
F 3.60990 -1.03967 0.38135
C 0.22081 2.82509 -0.00903
C -0.97714 3.63988 -0.49479
C -2.11742 3.22843 0.43404
C -1.80835 1.75781 0.70527
N -0.36198 1.73629 0.77701
C 0.39814 1.07583 1.67352
O 1.55312 1.39178 1.92252
N -0.20752 0.02801 2.35252
C -0.99451 -0.98257 1.79856
C -1.07557 -1.18979 0.42252
C -1.86816 -2.20179 -0.08489
C -2.56396 -3.01571 0.78859
F -3.33506 -4.00779 0.29278
C -2.47787 -2.84986 2.15950
C -1.69177 -1.83125 2.65919
H 2.39451 1.63885 0.20659
H 3.98459 0.80529 -1.34574
H 2.84936 1.17223 -2.68045
H 1.14735 -0.40301 -3.31288
H 0.14148 -2.64455 -3.10541
H 0.75818 -4.10668 -1.21246
H 2.42337 -3.31960 0.45348
H 0.90809 3.39852 0.62276
H -1.19386 3.34602 -1.52399
H -0.77809 4.70856 -0.47081
H -2.07169 3.79569 1.36493
H -3.09742 3.36835 -0.01575
H -2.16149 1.13303 -0.12344
H -2.24351 1.38873 1.63460
H 0.29839 -0.23000 3.19015
H -0.49595 -0.58109 -0.25333
H -1.93662 -2.36807 -1.14755
H -3.02045 -3.51067 2.81645
H -1.60995 -1.68806 3.72614

Atom charges from the Mulliken analysis, given in e for atoms 1 to 8: number 1, O, carries -0.691; number 2, C, carries 0.322; number 3, N, carries -0.055; number 4, C, carries -1.590; number 5, C, carries 0.457; number 6, C, carries -0.131; number 7, C, carries -0.735; number 8, C, carries -0.368

***

(6)
Computed, not measured: the ion F2NO2S with charge -1, with ωB97M-V with the def2-TZVPD basis set.

## Properties
- LUMO (eV) = 4.1930
- total charge = -1
- HOMO (Ha) = -0.14805
- largest force on an atom (hartree/bohr) = 0.022
- energy above the lowest of the compared OMol25 structures with the same formula, charge and spin (kcal/mol) = 17.5
- Kohn-Sham gap (eV) = 8.22

Element x y z (Å)
N 0.85783 0.00489 -0.39664
O -1.48700 -1.23129 -0.16846
O -1.49554 1.22260 -0.19083
F 1.53994 1.08632 0.17789
F 1.54133 -1.08549 0.15881
S -0.95657 0.00298 0.41922

In elementary charge units, the Mulliken charges are: number 1, N, carries 0.031; number 2, O, carries -0.544; number 3, O, carries -0.544; number 4, F, carries -0.219; number 5, F, carries -0.219; number 6, S, carries 0.496

***

(7)
Computed, not measured: a cluster of 2 separate species, C5H15N2 in total, with ωB97M-V with the def2-TZVPD basis set.

## Properties
- LUMO (eV) = -7.6713
- total charge = +1
- HOMO (Ha) = -0.53141
- largest force on an atom (hartree/bohr) = 0.085
- energy above the lowest of the compared OMol25 structures with the same formula, charge and spin (kcal/mol) = 126.5
- Kohn-Sham gap (eV) = 6.79

Element x y z (Å)
C 0.77884 -1.43234 -0.24914
N -0.12620 -0.77899 0.39009
C -3.72803 -0.63433 -0.28063
C -3.55967 0.79565 0.21739
C 1.94874 -0.15471 -0.86300
N 2.09232 1.08185 -0.22791
C 3.08860 1.15176 0.85305
H 0.51764 -1.75896 -1.26468
H 1.33456 -2.19717 0.30121
H -2.78281 -1.17004 -0.29270
H -4.48795 -1.20003 0.24573
H -4.04488 -0.56725 -1.31907
H -4.52856 1.27882 0.23298
H -3.11430 0.92468 1.19881
H -3.00607 1.35991 -0.52710
H 2.85278 -0.73340 -0.94031
H 1.58525 0.03846 -1.85622
H 1.17641 1.31029 0.15020
H -0.18515 -1.08415 1.37006
H 3.19695 0.20353 1.39205
H 4.06789 1.41742 0.47481
H 2.76632 1.89401 1.56965

Atom charges from the Mulliken analysis, given in e for atoms 1 to 8: number 1, C, carries -0.265; number 2, N, carries -0.249; number 3, C, carries -0.675; number 4, C, carries -0.862; number 5, C, carries -0.500; number 6, N, carries -0.215; number 7, C, carries -0.836; number 8, H, carries 0.274

***

(8)
Computed, not measured: a structure of composition C54H42CaCl2GeN8O4S, with ωB97M-V with the def2-TZVPD basis set.

## Properties
- LUMO (spin up / spin down) (eV) = 2.3754 / 1.5376
- total charge = -1
- HOMO (spin up / spin down) (Ha) = -0.16904 / -0.18782
- largest force on an atom (hartree/bohr) = 0.015
- energy above the lowest of the compared OMol25 structures with the same formula, charge and spin (kcal/mol) = 17.5
- spin multiplicity = 2
- Kohn-Sham gap (spin up / spin down) (eV) = 6.98 / 6.65

Element x y z (Å)
Ca -0.45040 -0.30059 0.21961
Cl -1.42118 -7.42236 -0.63655
C -1.46361 -5.82647 0.05620
C -0.69298 -4.83151 -0.53061
C -0.68450 -3.52809 -0.03123
N 0.03694 -2.46746 -0.56651
C 0.97483 -2.61364 -1.49891
O 1.34694 -3.63160 -2.10040
C 1.73019 -1.31887 -1.85917
C 2.93253 -1.44002 -2.54475
C 3.61253 -0.28654 -2.90227
C 3.08103 0.95046 -2.57151
C 1.88711 0.98624 -1.86870
N 1.23708 -0.12320 -1.52044
C -1.49374 -3.25053 1.11464
C -2.25831 -4.26004 1.67266
C -2.24546 -5.55158 1.15793
Cl -3.22656 -6.76820 1.91647
N -1.64886 -1.92921 1.58220
C -0.86474 -1.39321 2.48242
O -0.85395 -0.13791 2.66584
C 0.24823 -2.17254 3.12888
C 0.08481 -2.96865 4.25326
C 1.19057 -3.63857 4.74959
C 2.40375 -3.50118 4.09576
C 2.46198 -2.68504 2.97752
N 1.41510 -2.02332 2.49810
H -0.07549 -5.06795 -1.38113
H 3.28252 -2.43120 -2.79369
H 4.55363 -0.35218 -3.43503
H 3.57834 1.87438 -2.83083
H 1.40857 1.91963 -1.58199
H -2.88862 -4.03284 2.52209
H -0.88862 -3.05412 4.71670
H 1.10518 -4.26464 5.62882
H 3.29366 -4.00920 4.44147
H 3.39972 -2.55059 2.44721
O -0.64073 1.96646 0.06708
N -1.72469 2.71798 0.13665
C -2.57662 2.46194 1.16007
C -3.73516 3.17015 1.31568
C -4.02438 4.18003 0.38862
C -3.14703 4.42778 -0.63119
C -1.94824 3.69389 -0.79620
S -0.85594 3.98418 -2.07261
H -2.23698 1.67007 1.81633
H -4.38974 2.93486 2.14172
H -4.93176 4.76401 0.47396
H -3.33823 5.19924 -1.36285
C -0.56940 -4.22014 -4.27474
C -1.20068 -2.96076 -4.79260
C -2.38865 -2.97900 -5.51244
C -2.99238 -1.80600 -5.94185
C -2.40483 -0.57529 -5.67995
N -3.06149 0.59928 -6.12148
C -2.96378 1.87974 -5.59942
O -3.07480 2.85932 -6.31187
N -2.75801 1.95874 -4.24274
C -3.08771 0.97198 -3.29999
C -4.25722 0.22750 -3.33782
C -4.45805 -0.74646 -2.37018
C -3.50125 -0.93666 -1.38911
N -2.38615 -0.20864 -1.34394
C -2.18365 0.71560 -2.27345
C -1.19035 -0.54267 -4.99812
C -0.61319 -1.71939 -4.55128
H -1.09937 -5.10237 -4.63645
H -0.56662 -4.23766 -3.18500
H 0.47502 -4.29408 -4.58030
H -2.86792 -3.92773 -5.72528
H -3.93927 -1.84229 -6.46881
H -3.40642 0.59981 -7.06710
H -2.36648 2.82590 -3.88457
H -4.98622 0.39597 -4.11968
H -5.35219 -1.35443 -2.37627
H -3.60752 -1.69171 -0.61849
H -1.26646 1.29237 -2.20988
H -0.70214 0.40493 -4.80597
H 0.32276 -1.67367 -4.00457
C 2.33209 -0.09416 6.72526
C 1.07337 0.36609 6.35940
C 0.87025 0.91325 5.10266
C 1.91884 1.02615 4.18843
C 3.17407 0.55644 4.56943
C 3.38195 0.00078 5.82490
Ge 1.60529 1.76409 2.40391
C 3.26607 1.62849 1.36546
C 3.77302 0.37244 1.02612
C 4.96069 0.24660 0.32365
C 5.65383 1.38131 -0.07584
C 5.14829 2.63761 0.22703
C 3.96480 2.75920 0.94284
C 1.01382 3.62873 2.53617
C 0.71920 4.36599 1.38851
C 0.27719 5.67705 1.47592
C 0.12107 6.27794 2.71742
C 0.41558 5.56115 3.86830
C 0.85813 4.24852 3.77667
H 2.49056 -0.52926 7.70467
H 0.24365 0.28752 7.05178
H -0.12634 1.22876 4.81692
H 4.00906 0.62361 3.87979
H 4.36682 -0.36201 6.09478
H 3.21909 -0.51789 1.30855
H 5.33381 -0.73858 0.07045
H 6.57904 1.28690 -0.63149
H 5.67837 3.52726 -0.09166
H 3.58125 3.74704 1.17404
H 0.80224 3.91147 0.40756
H 0.04188 6.21188 0.56340
H -0.23173 7.29985 2.78789
H 0.29861 6.02206 4.84198
H 1.08183 3.70322 4.68752

Atom charges from the Mulliken analysis, given in e for atoms 1 to 8: number 1, Ca, carries 2.109; number 2, Cl, carries -0.252; number 3, C, carries -0.192; number 4, C, carries -1.497; number 5, C, carries -0.538; number 6, N, carries 1.469; number 7, C, carries -0.552; number 8, O, carries -0.795